DFT (wB97M-V/def2-TZVPD) results for a cluster of 3 separate species, C14H21FO4S2 in total.

Atoms and positions in Å:
O1 -1.08 2.93 -1.64
S1 -0.37 2.26 -2.69
O2 0.32 3.06 -3.71
C1 0.78 1.17 -1.80
C2 0.24 -0.22 -1.79
C3 -0.60 -0.31 -3.10
C4 -1.29 0.81 -3.26
H1 0.70 1.44 -0.86
H2 1.81 1.33 -2.39
H3 1.06 -1.00 -1.69
H4 -0.47 -0.32 -0.95
H5 -1.23 -1.40 -3.38
H6 0.15 -0.45 -4.05
H7 -1.93 0.74 -2.40
H8 -2.10 0.84 -4.21
O3 4.01 -0.22 -0.98
S2 4.26 -0.33 0.41
O4 5.57 -0.04 0.85
C5 3.20 0.76 1.43
C6 2.04 -0.14 1.86
C7 2.68 -1.50 2.04
C8 3.53 -1.90 0.97
H9 2.81 1.72 0.99
H10 3.72 1.15 2.29
H11 1.56 0.29 2.77
H12 1.37 0.04 1.15
H13 1.84 -2.26 2.19
H14 3.24 -1.53 3.07
H15 2.74 -2.21 0.27
H16 4.24 -2.75 1.11
F1 -1.07 -1.02 2.16
C9 -2.24 -0.68 1.68
C10 -2.48 0.58 0.99
C11 -3.79 1.07 0.76
C12 -4.88 0.25 1.08
C13 -4.70 -0.98 1.75
C14 -3.49 -1.43 2.10
H17 -1.56 1.33 0.56
H18 -3.97 2.03 0.49
H19 -5.83 0.70 1.10
H20 -5.51 -1.43 2.21
H21 -3.27 -2.36 2.65

Results
- Structure (SMILES): O=S1(=O)CCCC1.O=S1(=O)CCCC1.Fc1ccccc1
- Energy relative to the best compared isomer or geometry (same formula, charge and spin): 0.0 kcal per mole
- HOMO-LUMO gap: 9.74 eV
- Spin multiplicity: 1
- HOMO: -9.28 eV

These are the Mulliken partial charges, in e, on atoms 1 to 2: number 1, O, carries -0.62; number 2, S, carries 1.09

=====

DFT (wB97M-V/def2-TZVPD) results for a cluster of 2 separate species, C3H10NS2 in total.

Atoms and positions in Å:
C1 1.16 0.47 -2.59
C2 1.73 1.50 -3.18
N1 -0.08 0.73 -1.84
H1 1.47 -0.56 -2.55
H2 2.60 1.42 -3.82
H3 1.34 2.50 -3.00
H4 -0.05 0.47 -0.81
H5 -0.36 1.71 -1.89
H6 -0.90 0.21 -2.17
C3 0.82 -1.61 1.93
S1 0.20 -0.03 1.28
S2 -1.87 -0.35 1.45
H7 0.54 -1.68 2.97
H8 1.91 -1.60 1.87
H9 0.49 -2.44 1.32
H10 -1.97 -1.22 0.41

Results
- Energy relative to the best compared isomer or geometry (same formula, charge and spin): 26.4 kcal per mole
- Net charge: +1
- HOMO-LUMO gap: 9.70 eV
- Spin multiplicity: 1
- HOMO: -13.07 eV

These are the Mulliken partial charges, in e, on atoms 1 to 2: number 1, C, carries 0.17; number 2, C, carries -0.73

=====

DFT (wB97M-V/def2-TZVPD) results for the ion C4H10NO with charge -1.

Atoms and positions in Å:
C1 0.36 -1.00 2.16
C2 0.33 0.16 1.12
C3 -0.52 -0.21 -0.10
N1 -0.69 0.95 -0.99
C4 -0.15 0.66 -2.38
O1 0.89 -0.18 -2.41
H1 1.37 -1.37 2.22
H2 -0.27 -1.84 1.86
H3 0.02 -0.64 3.14
H4 1.31 0.25 0.67
H5 -0.09 1.06 1.55
H6 0.07 -0.92 -0.66
H7 -1.51 -0.59 0.17
H8 -0.16 1.73 -0.62
H9 0.07 1.67 -2.78
H10 -1.03 0.28 -2.95

Results
- Structure (SMILES): CCCNC[O-]
- Energy relative to the best compared isomer or geometry (same formula, charge and spin): 12.8 kcal per mole
- Net charge: -1
- HOMO-LUMO gap: 6.38 eV
- Spin multiplicity: 1
- HOMO: -2.32 eV

These are the Mulliken partial charges, in e, on atoms 1 to 2: number 1, C, carries -1.03; number 2, C, carries -0.49

=====

DFT (wB97M-V/def2-TZVPD) results for an isolated molecule of C25H33N3O3.

Atoms and positions in Å:
C1 -8.13 -2.30 -1.24
O1 -7.03 -2.28 -0.37
C2 -6.19 -1.20 -0.40
C3 -6.32 -0.12 -1.25
C4 -5.41 0.93 -1.20
C5 -4.36 0.90 -0.32
C6 -3.42 2.06 -0.23
O2 -3.80 3.16 0.14
N1 -2.13 1.82 -0.57
C7 -1.57 0.58 -1.05
C8 -0.47 0.12 -0.09
N2 0.56 1.14 -0.01
C9 1.75 0.63 0.68
C10 2.66 1.72 1.25
C11 3.92 1.10 1.85
N3 4.66 0.36 0.85
C12 5.94 -0.10 1.34
C13 6.80 -0.62 0.22
C14 6.88 0.10 -0.97
C15 7.67 -0.36 -2.01
C16 8.40 -1.53 -1.87
C17 8.32 -2.25 -0.69
C18 7.52 -1.80 0.34
C19 3.85 -0.72 0.34
C20 2.59 -0.18 -0.32
C21 -0.02 2.36 0.52
C22 -1.13 2.85 -0.42
C23 -4.22 -0.19 0.56
C24 -5.13 -1.23 0.53
O3 -5.08 -2.33 1.33
C25 -4.06 -2.41 2.29
H1 -7.81 -2.29 -2.29
H2 -8.80 -1.46 -1.06
H3 -8.65 -3.23 -1.03
H4 -7.13 -0.07 -1.96
H5 -5.53 1.77 -1.87
H6 -2.35 -0.18 -1.14
H7 -1.13 0.76 -2.04
H8 -0.04 -0.80 -0.47
H9 -0.91 -0.08 0.90
H10 1.46 -0.03 1.52
H11 2.96 2.40 0.44
H12 2.16 2.29 2.03
H13 4.56 1.90 2.24
H14 3.63 0.45 2.70
H15 5.83 -0.88 2.12
H16 6.45 0.75 1.80
H17 6.31 1.01 -1.07
H18 7.73 0.21 -2.93
H19 9.02 -1.88 -2.69
H20 8.88 -3.16 -0.58
H21 7.47 -2.36 1.26
H22 4.44 -1.28 -0.39
H23 3.57 -1.43 1.15
H24 2.87 0.49 -1.14
H25 2.02 -1.01 -0.73
H26 0.74 3.14 0.57
H27 -0.45 2.21 1.53
H28 -1.61 3.74 -0.02
H29 -0.69 3.07 -1.40
H30 -3.41 -0.18 1.27
H31 -3.07 -2.43 1.83
H32 -4.11 -1.58 3.00
H33 -4.23 -3.34 2.82

Results
- Structure (SMILES): COc1ccc(C(=O)N2CCN(C3CCN(Cc4ccccc4)CC3)CC2)cc1OC
- Energy relative to the best compared isomer or geometry (same formula, charge and spin): 80.6 kcal per mole
- HOMO-LUMO gap: 8.84 eV
- Spin multiplicity: 1
- HOMO: -8.14 eV

These are the Mulliken partial charges, in e, on atoms 1 to 2: number 1, C, carries -0.95; number 2, O, carries -0.41

=====

DFT (wB97M-V/def2-TZVPD) results for a structure of composition C15H16N4PtS3Te.

Atoms and positions in Å:
Pt1 0.23 -0.26 -1.84
C1 3.36 -2.36 3.05
C2 3.80 -1.17 2.22
N1 3.74 -1.48 0.81
C3 2.56 -1.29 0.13
S1 2.76 -1.08 -1.59
N2 1.45 -1.33 0.79
N3 0.29 -1.08 0.21
C4 -0.86 -1.47 0.75
C5 -0.84 -2.28 2.02
C6 -2.04 -1.07 0.10
C7 -3.33 -1.54 0.45
C8 -4.43 -1.14 -0.26
C9 -4.27 -0.25 -1.34
C10 -2.99 0.18 -1.63
N4 -1.91 -0.19 -0.96
H1 3.42 -2.15 4.11
H2 3.97 -3.23 2.83
H3 2.33 -2.59 2.79
H4 4.83 -0.88 2.46
H5 3.15 -0.31 2.44
H6 4.54 -1.27 0.24
H7 0.17 -2.66 2.17
H8 -1.53 -3.12 1.99
H9 -1.10 -1.65 2.88
H10 -3.43 -2.22 1.28
H11 -5.42 -1.51 0.00
H12 -5.11 0.09 -1.91
H13 -2.82 0.87 -2.45
Te1 1.61 1.93 -1.64
C11 0.60 3.78 -1.57
C12 -0.44 4.24 -2.31
C13 -0.76 5.59 -2.06
C14 0.05 6.15 -1.12
S2 1.21 5.02 -0.54
H14 -0.97 3.63 -3.03
H15 -1.56 6.13 -2.55
H16 0.03 7.15 -0.74
S3 -0.09 -3.36 -3.23
C15 -0.22 -1.82 -2.95

Results
- <S²>: 0.759
- Net charge: -1
- HOMO-LUMO gap (spin up / spin down): 5.04 / 5.11 eV
- Spin multiplicity: 2
- HOMO (spin up / spin down): -2.86 / -2.90 eV

These are the Mulliken partial charges, in e, on atoms 1 to 2: number 1, Pt, carries 1.22; number 2, C, carries -0.58

=====

DFT (wB97M-V/def2-TZVPD) results for a cluster of 2 separate species, C5H13N in total.

Atoms and positions in Å:
C1 -2.14 -0.90 0.95
N1 -1.65 -0.41 -0.11
C2 -2.11 1.01 -0.42
H1 -1.95 -1.90 1.19
H2 -2.85 -0.30 1.57
H3 -1.65 1.28 -1.39
H4 -1.64 1.73 0.30
H5 -3.23 1.07 -0.54
C3 1.72 0.98 0.77
C4 2.27 -0.30 0.11
C5 1.68 -0.61 -1.26
H6 1.67 1.93 0.20
H7 2.17 1.07 1.77
H8 0.70 0.57 1.05
H9 2.04 -1.17 0.90
H10 3.38 -0.25 -0.04
H11 1.94 -1.57 -1.67
H12 0.55 -0.57 -1.27
H13 1.98 -0.06 -2.17

Results
- Structure (SMILES): C=NC.CCC
- Energy relative to the best compared isomer or geometry (same formula, charge and spin): 49.3 kcal per mole
- HOMO-LUMO gap: 10.87 eV
- Spin multiplicity: 1
- HOMO: -9.75 eV

These are the Mulliken partial charges, in e, on atoms 1 to 2: number 1, C, carries -0.34; number 2, N, carries -0.30

=====

DFT (wB97M-V/def2-TZVPD) results for an isolated molecule of C5H14N2.

Atoms and positions in Å:
C1 -2.92 -0.90 -1.03
C2 -1.76 -0.06 -0.47
N1 -0.53 -0.78 -0.14
C3 0.59 0.16 0.29
C4 1.43 0.55 -0.96
C5 1.50 -0.29 1.44
N2 2.38 0.80 1.87
H1 -3.31 -0.56 -2.02
H2 -2.64 -2.00 -1.23
H3 -3.79 -1.10 -0.38
H4 -2.12 0.45 0.44
H5 -1.55 0.81 -1.13
H6 -0.23 -1.35 -0.96
H7 0.03 1.03 0.69
H8 0.91 1.21 -1.66
H9 1.76 -0.33 -1.62
H10 2.24 1.19 -0.53
H11 2.22 -0.96 0.84
H12 0.91 -0.58 2.30
H13 2.77 1.01 2.73
H14 2.10 1.71 1.54

Results
- Structure (SMILES): CCN[C@H](C)CN
- Energy relative to the best compared isomer or geometry (same formula, charge and spin): 44.6 kcal per mole
- HOMO-LUMO gap: 9.78 eV
- Spin multiplicity: 1
- HOMO: -8.63 eV

These are the Mulliken partial charges, in e, on atoms 1 to 2: number 1, C, carries -1.03; number 2, C, carries -0.24